1.
9 unconnected molecules or ions with the total composition C19H49BrI2N19O10 in a non-equilibrium geometry. Source: the OMol25 dataset; level of theory: ωB97M-V/def2-TZVPD.

The geometry in XYZ format:
```
100
Properties=species:S:1:pos:R:3
C 4.9416 -1.4531 2.5111
C 5.7634 -0.3992 1.7676
C 4.9555 0.3153 0.6807
I 6.1674 0.6572 -1.0624
C 4.3611 1.6615 1.1086
C 3.6172 1.6219 2.4248
N 2.2893 0.9500 2.2568
C 1.4931 1.7647 1.4859
N 0.1742 1.7788 1.6921
C -0.7674 2.0779 0.5993
C -0.8785 0.8164 -0.2433
O -1.4375 -0.1740 0.1097
Br -0.0167 0.8904 -1.9396
C -0.4017 1.4529 2.9937
C -0.8832 2.7307 3.6674
O -1.3254 3.6625 3.0837
I -0.7254 2.6903 5.7932
N 2.0298 2.5393 0.5352
C 3.3907 2.2158 0.0340
H 5.5685 -2.0371 3.1817
H 4.4658 -2.1335 1.8022
H 4.1441 -1.0180 3.1190
H 6.1793 0.3322 2.4654
H 6.6188 -0.9046 1.3240
H 4.1731 -0.3622 0.3271
H 5.1818 2.3683 1.2158
H 4.1549 1.1363 3.2312
H 3.3883 2.6496 2.7056
H 2.3853 0.0360 1.8147
H -1.7513 2.2964 1.0101
H -0.4583 2.9299 0.0058
H 0.2985 0.9077 3.6142
H -1.2760 0.8114 2.8513
H 1.8292 3.5256 0.6545
H 3.7829 3.1168 -0.4272
H 3.2586 1.4686 -0.7489
C -1.4877 -3.5957 -2.1260
O -1.4019 -4.6686 -2.7107
N -1.6227 -3.5378 -0.7630
N -1.4725 -2.3977 -2.7679
H -1.6963 -2.6764 -0.2552
H -1.6429 -4.4116 -0.2674
H -1.3650 -2.4069 -3.7753
H -1.5699 -1.5228 -2.2926
C -1.3996 -3.7475 -6.5791
O -1.1697 -2.7742 -5.8638
N -1.1282 -3.7421 -7.9177
N -1.9247 -4.8988 -6.1022
H -1.3122 -4.5344 -8.5059
H -0.7350 -2.9089 -8.3105
H -2.1066 -4.9529 -5.1142
H -2.1018 -5.6883 -6.7060
C 1.1518 -6.6949 -0.6177
O 0.1222 -7.3127 -0.4242
N 2.3379 -7.0609 -0.0243
N 1.2193 -5.5910 -1.4201
H 3.2037 -6.5806 -0.1735
H 2.3209 -7.8693 0.5679
H 0.3807 -5.2962 -1.9017
H 2.0668 -5.0747 -1.5554
C 6.7101 5.0853 1.6040
O 5.8052 4.2951 1.3385
N 6.9204 5.5448 2.8666
N 7.5576 5.5454 0.6488
H 7.6525 6.1876 3.1037
H 6.3072 5.2198 3.5894
H 7.4233 5.2139 -0.2882
H 8.3046 6.1875 0.8358
C -4.5588 1.7926 -1.0307
O -3.7986 2.6341 -0.5485
N -5.8201 2.0950 -1.4175
N -4.1515 0.5020 -1.1674
H -6.4526 1.4228 -1.8084
H -6.1239 3.0457 -1.3039
H -3.2029 0.3641 -0.8867
H -4.7143 -0.2555 -1.5054
C -4.0376 5.9802 1.6634
O -5.1006 6.2335 1.1293
N -3.2683 4.9107 1.2957
N -3.5319 6.7509 2.6814
H -2.3957 4.6942 1.7359
H -3.6170 4.3269 0.5503
H -4.0757 7.5429 2.9675
H -2.6598 6.5646 3.1371
C -3.2098 -8.1183 -7.8590
O -2.5900 -7.0683 -7.9846
N -4.5653 -8.1725 -7.9766
N -2.5834 -9.2974 -7.5960
H -5.0946 -9.0179 -7.8802
H -5.0448 -7.3139 -8.1721
H -1.5851 -9.2778 -7.5036
H -3.0673 -10.1683 -7.4888
C -4.2158 3.9701 8.0216
O -3.8791 2.8288 8.2882
N -3.5562 4.7014 7.0691
N -5.2571 4.5967 8.6425
H -3.7883 5.6417 6.8133
H -2.7968 4.2230 6.6209
H -5.7517 4.0778 9.3436
H -5.5447 5.5331 8.4326
```

Properties
* 2S+1: 1
* HOMO energy: -10.5 eV
* orbital gap: 7.1070 eV
* molecular weight: 1037.4 g/mol
* total charge: +1
* total energy: -155531.82597 eV


2.
8 unconnected molecules or ions with the total composition C19H50N3O7 in a non-equilibrium geometry. Source: the OMol25 dataset; level of theory: ωB97M-V/def2-TZVPD.

The geometry in XYZ format:
```
79
Properties=species:S:1:pos:R:3
C 2.1139 0.2638 3.5057
C 3.1218 0.0752 2.2961
C 2.3203 0.5865 1.0728
N 0.9980 0.9995 1.4856
C 0.0027 1.4959 0.4633
C -0.9960 0.2326 0.2239
C -0.3065 -0.9288 -0.6783
C -1.0750 -2.3184 -0.4725
C -0.4730 -3.2656 0.6806
C 0.6334 -2.5766 1.6181
N 0.8034 -3.4460 2.8258
C -0.4210 -3.2161 3.6538
C -1.7903 -3.4468 2.8468
N -1.6214 -3.8969 1.4224
C 0.7942 0.8678 2.9317
H 2.3410 -0.0173 4.5879
H 4.1783 -0.3483 2.3144
H 2.7287 0.5898 0.0020
H -0.6618 2.3207 0.9241
H 0.4943 1.8466 -0.5020
H -1.2692 -0.2128 1.2399
H -1.9502 0.5903 -0.3096
H -0.5061 -0.6080 -1.7737
H 0.8273 -0.9790 -0.5714
H -2.2006 -2.0823 -0.3419
H -1.0047 -2.9022 -1.4711
H 0.0638 -4.1334 0.1331
H 1.6122 -2.5063 1.0344
H 0.2132 -1.5692 1.9613
H 1.6679 -3.2056 3.3292
H -0.3836 -3.8015 4.6476
H -0.4121 -2.0973 3.9663
H -2.3457 -4.3061 3.3899
H -2.5139 -2.5481 2.9204
H -2.5394 -3.7837 0.9557
H -1.4513 -4.9271 1.4554
H -0.1606 1.1338 3.5058
C -2.4340 4.8282 -0.4660
O -1.4779 3.8609 -0.8834
H -2.7098 4.6266 0.5702
H -2.0006 5.8267 -0.5370
H -3.3233 4.7618 -1.0967
H -1.2519 4.0620 -1.8006
C -2.4392 -1.5745 -3.7916
O -1.4759 -2.5348 -4.2013
H -2.7146 -1.7725 -2.7548
H -2.0130 -0.5713 -3.8678
H -3.3271 -1.6522 -4.4226
H -1.2494 -2.3384 -5.1193
C 6.5813 1.6283 1.8031
O 7.5368 0.6598 1.3968
H 6.2983 1.4323 2.8378
H 7.0169 2.6282 1.7308
H 5.6955 1.5591 1.1663
H 7.7695 0.8555 0.4803
C -5.7352 0.8476 -4.4611
O -4.3590 1.1641 -4.3032
H -5.8435 0.1567 -5.2975
H -6.1119 0.3744 -3.5506
H -6.3015 1.7584 -4.6695
H -4.2916 1.7753 -3.5586
C 2.8440 -6.9067 1.8886
O 1.5329 -6.5413 2.2965
H 2.9119 -7.9941 1.8550
H 3.0475 -6.5016 0.8939
H 3.5738 -6.5215 2.6049
H 1.4982 -5.5752 2.3185
C -3.6442 8.2363 -0.7376
O -3.1501 7.5035 -1.8500
H -4.2519 7.5730 -0.1212
H -2.8080 8.6152 -0.1445
H -4.2598 9.0681 -1.0880
H -2.6173 8.1122 -2.3777
C 3.4517 1.6323 -2.7730
O 4.6693 1.7146 -2.0487
H 2.9264 0.7231 -2.4767
H 2.8289 2.5014 -2.5440
H 3.6624 1.5948 -3.8445
H 5.1137 2.5252 -2.3284
```

Properties
* 2S+1: 1
* HOMO energy: -10.3 eV
* orbital gap: 7.6346 eV
* molecular weight: 432.6 g/mol
* total charge: +1
* total energy: -39302.83502 eV


3.
A molecular structure, C19H52AsCsF6N4O5 in a non-equilibrium geometry. Source: the OMol25 dataset; level of theory: ωB97M-V/def2-TZVPD.

The geometry in XYZ format:
```
88
Properties=species:S:1:pos:R:3
Cs -3.4725 4.4101 -2.8775
As -2.3898 0.2032 -1.2880
F -0.7210 0.6614 -1.0388
F -1.9099 -0.4860 -2.9156
F -4.1219 -0.2341 -1.6959
F -2.8652 0.8277 0.2826
F -2.6523 1.8559 -2.1589
F -1.9147 -1.3812 -0.5568
C 3.8441 5.2402 -1.8573
C 4.5217 4.3676 -0.8824
C 3.5781 3.2326 -0.4812
O 2.2965 3.7449 0.0447
C 1.3298 2.6963 0.0551
N 5.8084 3.9240 -1.4180
H 2.8848 5.5479 -1.4412
H 3.7077 4.6377 -2.7554
H 4.4339 6.1094 -2.1483
H 4.8798 4.9103 -0.0076
H 4.0547 2.4369 0.0914
H 3.4818 2.6849 -1.4186
H 1.6121 1.7923 0.5946
H 1.1820 2.4690 -1.0007
H 0.4530 3.1083 0.5545
H 6.3359 4.7722 -1.5676
H 6.3006 3.4288 -0.6882
C 1.0222 1.7289 -3.9063
C 1.9385 1.7645 -5.1108
C 2.3809 0.4103 -5.6972
O 3.4396 0.7577 -6.5493
C 3.9374 -0.3349 -7.1555
N 1.0809 2.4434 -6.1481
H -0.0324 1.6432 -4.1680
H 1.1257 2.6479 -3.3295
H 1.3755 1.0674 -3.1153
H 2.8549 2.3071 -4.8786
H 1.5928 -0.1599 -6.1888
H 2.8121 -0.1597 -4.8743
H 4.4532 -0.9386 -6.4087
H 4.5831 -0.0075 -7.9704
H 3.1715 -0.8525 -7.7330
H 0.3450 1.7837 -6.3563
H 1.7061 2.4573 -6.9412
C 0.1399 -1.5698 5.4196
C 1.0628 -2.1129 4.3171
C 0.3829 -2.1478 2.9435
O 1.2310 -2.7786 2.0215
C 0.7333 -2.7497 0.7155
N 2.2820 -1.3684 4.4043
H 0.7148 -1.5246 6.3445
H -0.7465 -2.0705 5.8092
H -0.1854 -0.5394 5.2762
H 1.2639 -3.1716 4.4812
H 0.3232 -1.1165 2.5955
H -0.6141 -2.5884 2.9422
H 1.3768 -3.2983 0.0276
H 0.5526 -1.7247 0.3918
H -0.2157 -3.2555 0.5374
H 2.9991 -2.0563 4.2239
H 2.3429 -0.6339 3.7137
C -3.3287 -1.0177 3.1570
C -4.2303 0.0334 3.7474
C -3.7783 0.7771 5.0387
O -3.7236 -0.1218 6.1137
C -3.0452 0.5186 7.1800
N -4.4922 1.0261 2.6630
H -2.3874 -0.5310 2.9018
H -3.6054 -1.3875 2.1697
H -3.0493 -1.8151 3.8457
H -5.1240 -0.5373 3.9997
H -4.5121 1.5793 5.1169
H -2.8629 1.3210 4.8057
H -3.6275 1.3254 7.6251
H -2.0119 0.8622 7.1315
H -2.9417 -0.2769 7.9179
H -4.1154 0.6481 1.8056
H -3.9896 1.8647 2.9164
C -2.0709 -4.7224 -2.1869
C -3.2173 -4.7919 -1.0741
C -2.5366 -5.3048 0.2711
O -3.6785 -3.4727 -0.7914
H -1.7141 -5.7482 -2.2791
H -1.2703 -4.0330 -1.9187
H -2.5977 -4.3629 -3.0708
H -3.9961 -5.4560 -1.4490
H -3.3536 -5.7090 0.8688
H -2.0903 -4.5242 0.8872
H -1.7833 -6.0837 0.1527
H -2.9540 -2.8714 -0.6038
```

Properties
* 2S+1: 1
* HOMO energy: -8.6 eV
* orbital gap: 7.3019 eV
* molecular weight: 738.5 g/mol
* total charge: 0
* total energy: -114434.87783 eV


4.
14 unconnected molecules or ions with the total composition C19H52BClN13O30S. Source: the OMol25 dataset; level of theory: ωB97M-V/def2-TZVPD.

The geometry in XYZ format:
```
117
Properties=species:S:1:pos:R:3
O -5.9728 -0.7208 6.6836
S -4.6852 -0.4948 6.0977
O -3.5533 -1.2174 6.5915
Cl -4.2569 1.4944 6.3059
C -4.7452 -0.6232 4.3421
C -3.5007 -0.0378 3.6630
C -3.3376 -0.5948 2.2428
C -2.2957 0.1931 1.4574
C -0.9061 0.1928 2.0823
C -0.3349 -1.2485 2.2469
O 1.0570 -1.1683 2.0186
B 1.3011 0.3304 1.9127
O 0.0601 0.7607 1.2021
H -5.6576 -0.1250 4.0091
H -4.7738 -1.7016 4.1465
H -2.6246 -0.2827 4.2741
H -3.5513 1.0541 3.6303
H -4.3064 -0.5590 1.7379
H -3.0318 -1.6464 2.3427
H -2.1974 -0.1475 0.4321
H -2.6626 1.2298 1.4266
H -0.8544 0.7963 3.0000
H -0.7489 -1.8068 1.3857
H -0.6201 -1.7157 3.2025
H 1.2603 0.7355 3.1150
H 2.3547 0.6951 1.4651
C -4.0397 -2.8856 -1.5118
N -4.8159 -2.1551 -0.4737
O -4.6846 -0.9584 -0.4082
O -5.5337 -2.8171 0.2588
H -3.4495 -2.1622 -2.0641
H -3.4061 -3.5989 -0.9930
H -4.7621 -3.3988 -2.1408
C 1.9366 -3.9458 1.8610
N 1.8974 -5.1669 1.0125
O 0.9610 -5.9328 1.1393
O 2.8135 -5.3344 0.2304
H 1.0625 -3.9429 2.4989
H 2.8539 -3.9923 2.4405
H 1.9350 -3.0645 1.2239
C 6.6171 1.4475 1.5590
N 5.1488 1.4317 1.2822
O 4.5133 2.4178 1.5915
O 4.7048 0.4370 0.7547
H 6.8553 2.3953 2.0252
H 6.8408 0.6111 2.2145
H 7.1248 1.3283 0.6049
C -7.6014 1.9228 0.0120
N -6.1398 2.1241 -0.1940
O -5.7543 2.3544 -1.3191
O -5.4429 2.0415 0.7930
H -8.0971 2.0300 -0.9454
H -7.7305 0.9246 0.4200
H -7.9335 2.6736 0.7224
C 5.6905 0.1850 -2.3771
N 7.0777 0.2300 -2.9001
O 7.2488 0.1432 -4.1004
O 7.9774 0.3392 -2.0881
H 5.0131 0.0783 -3.2132
H 5.6203 -0.6621 -1.7041
H 5.5104 1.1123 -1.8415
C -8.5607 -4.7238 0.5252
N -8.5542 -5.1134 -0.9118
O -8.6478 -6.2921 -1.1829
O -8.4570 -4.2165 -1.7222
H -8.6554 -5.6243 1.1196
H -7.6238 -4.2078 0.7216
H -9.4039 -4.0559 0.6722
C -1.0927 4.3806 7.1336
N -0.9986 3.9342 5.7146
O -1.0210 2.7477 5.4995
O -0.9056 4.8125 4.8780
H -1.1698 3.4984 7.7581
H -0.1957 4.9512 7.3536
H -1.9733 5.0103 7.2164
C 0.3501 0.3230 -2.3593
N -0.8445 -0.5556 -2.3964
O -1.3015 -0.8751 -1.3293
O -1.2850 -0.8898 -3.4855
H 0.5809 0.5119 -1.3146
H 1.1479 -0.2013 -2.8698
H 0.0924 1.2371 -2.8854
C -0.9636 -2.5561 -6.9013
N 0.2393 -1.8219 -7.3938
O 0.7634 -1.0161 -6.6610
O 0.6107 -2.0884 -8.5222
H -1.1765 -2.2159 -5.8928
H -1.7712 -2.3244 -7.5887
H -0.7252 -3.6146 -6.9323
C -0.0496 3.9632 0.9476
N -0.3649 3.8563 -0.5081
O -0.5607 2.7379 -0.9110
O -0.3940 4.8779 -1.1727
H -0.0580 2.9517 1.3521
H 0.9320 4.4207 1.0302
H -0.8064 4.5973 1.4011
C 7.1714 -3.4759 -3.3157
N 5.7216 -3.4853 -3.6605
O 5.0508 -2.5344 -3.3225
O 5.3152 -4.4556 -4.2618
H 7.3985 -2.5607 -2.7821
H 7.3574 -4.3513 -2.7011
H 7.7233 -3.5384 -4.2482
C 3.8351 0.9379 -6.8156
N 3.4626 0.9150 -5.3754
O 3.7298 1.8854 -4.6961
O 2.9233 -0.0907 -4.9752
H 4.3100 1.8885 -7.0262
H 4.5098 0.1041 -6.9829
H 2.9201 0.8058 -7.3855
C 5.2057 6.3862 1.8207
N 6.3596 5.5038 1.4982
O 6.9395 5.6760 0.4477
O 6.6284 4.6522 2.3167
H 5.0759 7.0865 1.0047
H 4.3408 5.7397 1.9408
H 5.4374 6.8906 2.7536
```

Properties
* 2S+1: 1
* HOMO energy: -4.4 eV
* orbital gap: 6.0784 eV
* molecular weight: 1021.0 g/mol
* energy above the lowest of the compared OMol25 structures with the same formula, charge and spin: 0.0 kJ/mol
* total charge: -1
* total energy: -125342.69927 eV


5.
7 unconnected molecules or ions with the total composition C19H52O7 in a non-equilibrium geometry. Source: the OMol25 dataset; level of theory: ωB97M-V/def2-TZVPD.

The geometry in XYZ format:
```
78
Properties=species:S:1:pos:R:3
C -1.6450 0.1688 0.0926
O -0.4129 -0.1862 0.7637
H -1.2450 0.8022 -0.6991
H -2.1781 -0.7280 -0.2234
H -2.3080 0.7231 0.7568
H 0.1493 0.5838 0.8763
C -0.4823 1.1788 4.4419
C 0.5016 1.8433 5.4325
C 1.3700 0.9304 6.2257
O 1.2858 2.7797 4.7764
H -0.8942 0.2965 4.9318
H -0.1097 0.8020 3.4894
H -1.3054 1.8740 4.2762
H -0.1247 2.3195 6.1869
H 0.8783 0.1576 6.8166
H 1.9736 1.5701 6.8695
H 2.1005 0.4754 5.5568
H 2.0602 2.2564 4.5573
C 5.2976 0.2510 3.0879
C 4.0024 0.9620 2.8339
C 2.8692 0.0576 2.4429
O 3.5656 1.6342 4.0042
H 5.1766 -0.5298 3.8387
H 5.9359 1.0700 3.4197
H 5.6556 -0.0600 2.1065
H 4.1880 1.7663 2.1220
H 2.0701 0.5497 1.8884
H 2.5303 -0.6016 3.2421
H 3.3504 -0.6681 1.7872
H 4.3077 2.0011 4.4903
C 3.1775 2.3225 -3.5887
C 2.5016 2.2800 -2.2461
C 2.6526 0.9590 -1.4747
O 3.2156 3.2273 -1.4330
H 2.6502 1.6992 -4.3110
H 4.1866 1.9137 -3.5366
H 3.3178 3.2973 -4.0557
H 1.4871 2.6386 -2.4199
H 3.6616 0.6970 -1.1561
H 2.2510 0.1203 -2.0434
H 2.0141 0.9405 -0.5915
H 3.2809 4.0620 -1.9027
C -6.4317 0.2394 -3.9269
C -6.6818 -0.4936 -2.6219
C -5.9192 0.2476 -1.3895
O -8.0876 -0.5227 -2.4043
H -6.1424 1.2699 -3.7208
H -7.2274 0.2608 -4.6715
H -5.6380 -0.2556 -4.4864
H -6.2401 -1.4896 -2.6541
H -5.9100 1.3129 -1.6200
H -4.9157 -0.1554 -1.2529
H -6.5613 0.2745 -0.5091
H -8.4166 0.2602 -2.8519
C 1.6654 -4.2431 2.1992
C 0.6774 -3.3207 1.4949
C -0.3499 -4.1449 0.6464
O 0.0398 -2.5268 2.4589
H 1.2783 -4.9834 2.8994
H 2.4679 -3.7214 2.7207
H 2.2653 -4.8455 1.5171
H 1.1782 -2.6536 0.7933
H -1.0659 -4.6334 1.3074
H 0.2118 -4.8626 0.0485
H -0.9369 -3.4729 0.0203
H -0.3570 -1.7695 2.0222
C -0.8595 -1.1175 -3.5937
C -0.6799 -0.0327 -4.7406
C -1.2919 -0.4507 -6.1157
O -1.2484 1.1347 -4.3182
H -0.5789 -2.1280 -3.8907
H -1.8956 -1.1635 -3.2582
H -0.3469 -0.7773 -2.6939
H 0.3978 0.1296 -4.7558
H -2.3567 -0.6443 -5.9858
H -0.8501 -1.3479 -6.5492
H -1.1985 0.3533 -6.8458
H -0.9541 1.8363 -4.9037
```

Properties
* 2S+1: 2
* ⟨S²⟩: 0.7505
* HOMO energy (alpha / beta): 0.7 / -7.3 eV
* orbital gap (alpha / beta): 1.7190 / 9.6651 eV
* molecular weight: 392.6 g/mol
* energy above the lowest of the compared OMol25 structures with the same formula, charge and spin: 59.7 kJ/mol
* total charge: -1
* total energy: -34875.61963 eV